Below is a 6-piece molecular cluster, C8H22F3NO9S overall, with properties calculated with ωB97M-V/def2-TZVPD.

## Properties
E_HOMO: 1.2458 eV
HOMO-LUMO gap: 2.09 eV
Charge: -2

Atoms and positions in Å:
1 S -2.712 -2.796 -3.527
2 F -1.747 -1.459 -5.782
3 F -0.232 -2.080 -4.432
4 F -1.255 -3.516 -5.809
5 O 1.766 3.107 -0.925
6 O -3.336 -3.921 5.523
7 O -2.664 -1.626 -2.633
8 O -2.479 4.923 3.380
9 O -4.035 -2.971 -4.120
10 O -2.194 -4.066 3.669
11 O -2.940 -2.185 4.458
12 O -2.294 -3.999 -2.776
13 O 2.330 -3.979 0.874
14 N -0.877 -0.144 1.344
15 C -3.291 5.209 2.249
16 C 3.215 3.266 -0.621
17 C 4.121 -5.043 -0.499
18 C 2.806 -4.284 -0.447
19 C -2.870 -3.423 4.491
20 C -1.391 -2.444 -5.008
21 C -2.842 6.550 1.565
22 C 3.984 1.984 -0.908
23 H 1.573 3.221 -1.859
24 H 3.341 3.541 0.426
25 H -2.452 5.721 3.913
26 H -0.704 0.832 1.538
27 H -3.489 6.826 0.732
28 H -1.491 -0.245 0.549
29 H 3.689 1.245 -0.163
30 H -1.829 6.482 1.169
31 H -1.402 -0.587 2.085
32 H 3.621 4.099 -1.194
33 H 1.501 -4.411 1.092
34 H -3.247 4.410 1.508
35 H 3.990 -5.777 0.296
36 H -4.282 5.305 2.692
37 H 4.965 -4.431 -0.182
38 H 3.776 1.605 -1.908
39 H 2.035 -4.871 -0.944
40 H 4.268 -5.473 -1.490
41 H 5.069 2.061 -0.842
42 H -0.013 -0.664 1.305
43 H 2.975 -3.384 -1.038
44 H -2.956 7.389 2.251


Below is C3H3F2NO2 in the gas phase, with properties calculated with ωB97M-V/def2-TZVPD.

## Properties
E_HOMO (alpha / beta): -8.7257 / -8.7246 eV
HOMO-LUMO gap (alpha / beta): 8.74 / 8.74 eV
Charge: 0

Atoms and positions in Å:
1 F 1.661 -1.739 -0.382
2 F -0.292 -1.422 1.190
3 O 0.120 1.478 0.376
4 O 2.386 1.571 -0.038
5 N 0.681 -0.892 -0.888
6 C -0.463 -0.885 -0.074
7 C -0.964 0.576 0.118
8 C 1.287 1.205 0.009
9 H -1.626 0.620 0.988
10 H -1.300 -1.448 -0.529
11 H -1.490 0.936 -0.769


Below is a 2-piece molecular cluster, C5H6ClNO2 overall, with properties calculated with ωB97M-V/def2-TZVPD.

## Properties
E_HOMO: -8.4559 eV
HOMO-LUMO gap: 9.32 eV
SMILES: Clc1ccco1.NC=O
Charge: 0

Atoms and positions in Å:
1 Cl 2.781 1.057 0.147
2 O 1.213 -0.564 1.305
3 O -0.429 1.505 -1.469
4 N -1.612 1.260 0.476
5 C -0.886 1.936 -0.474
6 C 0.305 -1.961 -0.292
7 C 0.350 -1.561 1.012
8 C 1.718 -0.201 0.083
9 C 1.213 -1.000 -0.924
10 H 1.589 -1.205 -1.917
11 H -1.016 3.103 -0.203
12 H -0.233 -1.930 1.907
13 H -2.461 1.694 0.781
14 H -0.555 -2.426 -0.732
15 H -1.976 0.293 0.299


Below is C5H7FS2 in the gas phase, with properties calculated with ωB97M-V/def2-TZVPD.

## Properties
E_HOMO: -8.7002 eV
HOMO-LUMO gap: 8.44 eV
SMILES: C=CSC(=S)CCF
Charge: 0

Atoms and positions in Å:
1 S 0.131 2.274 0.012
2 S -0.909 -0.543 -0.224
3 F 2.799 0.106 1.225
4 C 1.679 0.049 -0.941
5 C 2.398 -0.649 0.194
6 C -2.228 0.142 0.835
7 C -3.435 -0.041 0.251
8 C 0.403 0.777 -0.464
9 H 1.781 -1.322 0.637
10 H -3.526 -0.527 -0.790
11 H 2.228 0.842 -1.509
12 H 1.541 -0.823 -1.644
13 H 3.309 -1.135 -0.162
14 H -4.245 0.124 0.924
15 H -1.926 0.727 1.655


Below is C26H32BF4LiO10 as an isolated structure, with properties calculated with ωB97M-V/def2-TZVPD.

## Properties
E_HOMO: -7.5690 eV
HOMO-LUMO gap: 6.92 eV
Charge: 0

Atoms and positions in Å:
1 F 12.063 10.754 47.180
2 F 11.346 12.919 47.679
3 F 9.762 11.245 47.179
4 F 11.065 12.003 45.598
5 O 14.506 11.848 45.914
6 O 8.298 13.225 45.572
7 O 9.856 11.239 50.451
8 O 12.868 9.681 43.947
9 O 18.242 8.167 47.302
10 O 14.504 10.342 53.363
11 O 7.985 7.077 44.224
12 O 13.420 14.593 48.910
13 O 10.026 19.626 47.434
14 O 9.579 14.558 49.235
15 C 11.613 9.060 43.876
16 C 9.974 7.931 45.316
17 C 16.690 11.032 45.648
18 C 11.006 11.438 52.565
19 C 13.192 10.099 51.346
20 C 10.510 16.143 47.738
21 C 17.394 9.127 47.018
22 C 12.028 10.402 50.612
23 C 15.383 10.881 46.145
24 C 9.152 7.709 44.167
25 C 10.660 17.364 47.170
26 C 9.803 18.386 47.804
27 C 12.273 11.216 53.220
28 C 10.879 8.971 42.789
29 C 17.660 10.065 45.939
30 C 9.590 15.811 48.780
31 C 8.992 18.138 48.782
32 C 8.723 16.843 49.299
33 C 13.012 14.774 50.220
34 C 11.199 8.460 45.165
35 C 15.115 10.082 47.241
36 C 13.407 10.577 52.678
37 C 8.454 14.508 45.201
38 C 10.934 10.988 51.239
39 C 9.568 8.299 42.953
40 C 16.144 9.157 47.665
41 B 11.069 11.715 46.952
42 Li 9.410 11.533 44.969
43 H 14.132 10.241 47.798
44 H 12.760 13.849 50.877
45 H 8.215 16.769 50.274
46 H 11.370 17.578 46.550
47 H 7.738 13.394 46.300
48 H 12.241 11.536 54.289
49 H 15.085 9.535 52.930
50 H 10.339 11.963 53.091
51 H 15.887 8.588 48.472
52 H 10.029 14.089 48.698
53 H 10.302 20.426 48.149
54 H 13.847 15.344 50.813
55 H 9.975 10.951 49.645
56 H 13.987 9.508 50.909
57 H 9.217 14.625 44.297
58 H 12.828 14.190 48.429
59 H 8.305 18.825 49.243
60 H 13.042 10.232 44.815
61 H 8.665 15.117 46.055
62 H 8.911 8.347 41.997
63 H 12.059 10.111 49.540
64 H 11.357 15.407 47.468
65 H 11.673 8.528 46.124
66 H 7.510 14.938 45.090
67 H 7.417 7.180 43.524
68 H 12.277 15.499 50.384
69 H 9.739 7.249 46.417
70 H 18.505 10.252 45.404
71 H 16.971 11.612 44.910
72 H 18.147 7.788 48.145
73 H 11.014 9.521 41.926
74 H 13.733 11.675 46.475


Below is H2NO4P as an isolated structure, with properties calculated with ωB97M-V/def2-TZVPD.

## Properties
E_HOMO: -10.5750 eV
HOMO-LUMO gap: 8.67 eV
Charge: 0

Atoms and positions in Å:
1 P 0.428 -1.077 1.068
2 O 1.174 -2.154 1.800
3 O -0.804 1.392 -0.284
4 O -0.496 0.254 -2.373
5 O 0.133 0.221 1.990
6 N 0.057 0.815 -0.793
7 H 0.076 -0.129 -2.910
8 H -0.568 0.677 1.502


Below is C35H40CoNO5 as an isolated structure, with properties calculated with ωB97M-V/def2-TZVPD.

## Properties
E_HOMO (alpha / beta): 1.9173 / -1.8701 eV
HOMO-LUMO gap (alpha / beta): 2.49 / 6.24 eV
Multiplicity: 5
Charge: -2

Atoms and positions in Å:
1 Co 0.319 0.159 -0.126
2 O -7.729 1.275 -0.534
3 O -3.754 -2.959 0.348
4 O -8.135 -1.723 -3.312
5 O -9.612 0.019 -0.597
6 O -9.149 -2.857 -1.591
7 N 1.946 -0.394 1.592
8 C -7.376 -1.881 0.328
9 C 1.765 -1.049 5.198
10 C -0.976 2.058 -0.300
11 C -4.884 -1.574 1.972
12 C 1.760 -1.358 -0.819
13 C 5.542 -1.013 1.841
14 C -5.437 -2.247 -1.232
15 C 1.685 -0.161 -1.609
16 C -8.292 0.176 -0.695
17 C -3.944 -2.202 -0.856
18 C -1.248 1.681 1.051
19 C 3.891 0.755 0.409
20 C -10.383 1.226 -0.453
21 C -8.369 -2.003 -2.002
22 C -0.287 -1.352 -1.847
23 C 0.437 2.228 -0.457
24 C 0.527 -2.055 -0.910
25 C -4.994 -2.853 1.117
26 C 0.707 -1.964 5.297
27 C 6.102 -0.103 0.944
28 C -0.012 1.627 1.744
29 C -7.565 -1.113 -1.011
30 C -6.111 -0.902 -1.551
31 C 0.414 -0.187 -2.275
32 C -5.137 -4.085 2.007
33 C 1.024 1.973 0.827
34 C 4.180 -1.070 2.042
35 C 3.335 -0.151 1.387
36 C -0.045 -2.272 4.145
37 C 2.074 -0.456 3.994
38 C 0.264 -1.708 2.903
39 C -8.914 -0.724 -4.081
40 C 1.434 -0.881 2.794
41 C 5.263 0.761 0.231
42 C -6.160 -2.798 0.062
43 H 5.692 1.447 -0.479
44 H -1.237 -1.717 -2.259
45 H 2.376 -0.775 6.048
46 H 0.327 -3.024 -0.413
47 H -0.348 -1.980 2.032
48 H -5.046 -4.998 1.406
49 H -6.530 -3.824 -0.145
50 H -5.622 -2.954 -2.068
51 H -6.112 -4.079 2.515
52 H -10.029 1.841 0.383
53 H 2.088 2.099 1.049
54 H 2.501 0.566 -1.778
55 H -5.659 -0.087 -0.953
56 H -11.401 0.876 -0.290
57 H -8.302 -2.434 0.562
58 H -2.242 1.537 1.515
59 H -7.142 -1.138 1.114
60 H 7.198 -0.087 0.808
61 H 0.109 0.527 -3.064
62 H -9.684 -0.234 -3.467
63 H -3.320 -2.633 -1.657
64 H -5.706 -1.512 2.696
65 H 3.292 1.434 -0.211
66 H 0.132 1.380 2.810
67 H 0.483 -2.415 6.275
68 H 6.118 -1.705 2.411
69 H 3.706 -1.787 2.708
70 H 2.902 0.239 3.876
71 H -0.882 -2.975 4.255
72 H -4.347 -4.069 2.762
73 H -3.624 -1.162 -0.645
74 H -4.857 -0.666 1.350
75 H -6.101 -0.648 -2.628
76 H -8.175 0.008 -4.429
77 H -3.937 -1.626 2.528
78 H -9.370 -1.244 -4.934
79 H -1.717 2.314 -1.068
80 H 0.986 2.603 -1.348
81 H 2.640 -1.721 -0.280
82 H -10.310 1.786 -1.391


Below is C2H2N2O in the gas phase, with properties calculated with ωB97M-V/def2-TZVPD.

## Properties
E_HOMO: -10.8115 eV
HOMO-LUMO gap: 11.72 eV
SMILES: c1nnco1
Charge: 0

Atoms and positions in Å:
1 O -1.092 0.156 -0.210
2 N 1.115 0.116 -0.482
3 N 0.784 -0.406 0.810
4 C -0.063 0.345 -1.047
5 C -0.471 -0.271 0.969
6 H -0.267 0.844 -2.001
7 H -1.091 -0.506 1.852


Below is C4H8O in the gas phase, with properties calculated with ωB97M-V/def2-TZVPD.

## Properties
E_HOMO: -9.5233 eV
HOMO-LUMO gap: 10.39 eV
SMILES: C=C(C)CO
Charge: 0

Atoms and positions in Å:
1 O -1.761 0.407 1.034
2 C 0.841 0.842 -1.096
3 C 0.286 0.012 -0.218
4 C 0.273 -1.498 -0.308
5 C -0.375 0.620 0.973
6 H 0.077 0.134 1.872
7 H 0.892 1.911 -0.917
8 H 0.242 -1.880 -1.464
9 H -2.195 0.983 0.318
10 H -0.700 -1.937 0.481
11 H -0.099 1.697 1.008
12 H 1.292 -1.777 0.314
13 H 1.228 0.486 -1.998


Below is C8H16N2O3 in the gas phase, with properties calculated with ωB97M-V/def2-TZVPD.

## Properties
E_HOMO: -8.8471 eV
HOMO-LUMO gap: 9.43 eV
Charge: 0

Atoms and positions in Å:
1 O -0.226 -0.613 2.155
2 O -2.075 2.373 -0.009
3 O -2.901 -0.179 0.671
4 N -1.678 0.080 -0.024
5 N 0.018 1.438 0.380
6 C 0.811 0.233 0.169
7 C 1.278 0.050 -1.287
8 C -1.322 1.402 0.101
9 C -0.080 -0.800 0.790
10 C 2.124 0.184 0.993
11 C -3.942 -0.388 -0.251
12 C 0.677 2.672 0.262
13 C -0.070 -2.132 0.233
14 H -3.760 0.226 -1.083
15 H -4.889 -0.183 0.200
16 H 2.698 1.050 0.637
17 H -0.448 0.328 2.427
18 H 1.931 0.345 2.018
19 H 0.444 0.174 -1.986
20 H -4.108 -1.396 -0.537
21 H 1.780 -0.909 -1.348
22 H -0.714 -2.879 0.525
23 H -0.055 3.511 0.117
24 H 1.376 2.612 -0.603
25 H 1.997 0.891 -1.425
26 H 0.799 -2.523 0.580
27 H 1.309 2.862 1.078
28 H 2.474 -0.914 1.073
29 H -0.255 -1.929 -0.834


Below is C3H4N2O2 as an isolated structure, with properties calculated with ωB97M-V/def2-TZVPD.

## Properties
E_HOMO: -9.2951 eV
HOMO-LUMO gap: 9.51 eV
Charge: 0

Atoms and positions in Å:
1 O 0.804 0.487 -1.151
2 O 2.779 -0.670 -0.696
3 N 0.670 -0.784 0.428
4 N -1.499 -0.036 -0.334
5 C -0.757 1.418 0.626
6 C -0.137 0.313 -0.073
7 C 1.638 -0.401 -0.502
8 H -1.669 -1.041 -0.320
9 H -0.739 1.206 1.708
10 H 0.867 -0.940 1.407
11 H -1.956 0.448 -1.092


Below is C18H15HgNO4S as an isolated structure, with properties calculated with ωB97M-V/def2-TZVPD.

## Properties
E_HOMO: -15.5609 eV
HOMO-LUMO gap: 5.78 eV
Charge: +2

Atoms and positions in Å:
1 Hg -0.881 -0.982 -1.524
2 S 0.233 0.930 0.131
3 O 3.320 -1.622 -2.596
4 O -0.485 -4.182 0.451
5 O -4.040 -0.824 -1.278
6 O -0.613 1.437 -4.293
7 N 0.560 -0.664 0.097
8 C 1.740 1.403 0.793
9 C -2.981 1.521 3.250
10 C -1.719 2.453 1.403
11 C -1.660 -3.358 -4.309
12 C -3.250 -1.406 -1.901
13 C -0.360 -3.516 -4.549
14 C -0.648 0.363 -3.900
15 C 2.750 0.451 0.726
16 C 1.799 2.612 1.481
17 C 2.263 -1.966 -2.830
18 C -0.662 -3.761 -0.577
19 C 2.984 2.890 2.160
20 C 3.924 0.712 1.424
21 C -1.430 0.119 2.056
22 C 4.023 1.934 2.120
23 C -2.666 2.615 2.421
24 C -1.042 1.222 1.306
25 C -2.384 0.267 3.063
26 H -3.714 1.642 4.051
27 H -2.195 -2.496 -4.720
28 H 0.210 -4.250 -3.983
29 H 4.731 -0.032 1.408
30 H 0.857 -0.966 1.048
31 H 0.172 -2.815 -5.188
32 H 3.052 3.848 2.687
33 H -0.958 -0.831 1.830
34 H -1.462 3.253 0.705
35 H 2.567 -0.470 0.171
36 H 4.948 2.148 2.655
37 H -2.626 -0.594 3.695
38 H 0.922 3.261 1.470
39 H -3.132 3.598 2.567
40 H -2.148 -3.943 -3.522


It is found that the maximum force values, taken in the order of the records, are 5.4 3.8 4.3 4.3 9.6 9.1 2.7 2.6 4.3 5.5 0.6 5.4 eV/A.
It is found that the total energy values, taken in the order of the records, are -1747.5558 -520.9139 -859.4944 -1090.8748 -2194.1568 -698.1571 -3171.2561 -262.1210 -232.3649 -649.5180 -376.5816 -1601.4346 Eh.